Record 1
Below is a cluster of 2 separate species, C4H7NO2 in total at a distorted geometry, with properties calculated with ωB97M-V/def2-TZVPD.

Last column: Löwdin charge in e.
Element x y z (Å)
C1 1.41624 0.39411 0.79086  -0.014
H1 -1.33764 2.75759 -1.65181  0.100
C2 0.36975 1.01112 0.01051  -0.291
O1 -1.33875 -1.24176 -0.99298  0.011
C3 -0.21553 -0.94395 -0.66156  -0.348
H2 -1.10374 -2.44023 0.53709  0.076
H3 -0.57923 -2.51259 1.06247  0.081
O2 -1.22480 1.88896 -1.24167  -0.028
N1 0.04253 1.99093 -0.70523  0.064
H4 -0.63403 -0.37946 1.45318  0.141
H5 1.55860 0.88751 1.74504  0.119
H6 0.66483 -1.06541 -1.32074  0.150
H7 2.30631 -0.03588 0.34010  0.116
C4 0.07545 -0.31095 0.63474  -0.176

Results
- charge = 0
- E_HOMO (hartree) = -0.3602
- SMILES = O=C[C@H]1C/C1=N/O.[H][H]
- calculated total energy (eV) = -9841.2566
- HOMO-LUMO gap (eV) = 10.37
- LUMO (eV) = 0.57



Record 2
Below is a cluster of 3 separate species, C4H17N2O2 in total at a distorted geometry, with properties calculated with ωB97M-V/def2-TZVPD.

Last column: Löwdin charge in e.
Element x y z (Å)
O1 -3.04099 -1.47985 1.31011  -0.061
C1 1.35931 1.15352 -0.76511  -0.219
C2 2.71314 0.52047 -0.57457  -0.104
H1 3.22525 1.19214 0.12360  0.084
H2 -3.02920 0.05047 -1.03619  0.059
H3 1.07291 -1.01367 3.63991  0.066
H4 -1.47383 1.62365 -0.57328  0.121
O2 1.41090 -0.68003 2.79220  -0.054
H5 -0.98388 -1.12399 0.22086  0.128
H6 -0.23826 -0.07948 1.22287  0.143
H7 0.53692 -0.59652 -1.67554  0.160
H8 0.59859 -1.39261 0.55724  0.149
H9 1.15944 1.86377 0.02897  0.124
H10 2.26435 -0.34421 3.08976  0.058
C3 0.26028 0.11389 -0.90325  -0.277
H11 1.38687 1.66061 -1.73697  0.126
H12 2.80708 -0.52933 -0.20903  0.081
N1 -2.16041 -0.08565 -1.51663  0.018
N2 -0.06963 -0.63369 0.38629  0.206
H13 -2.15225 -0.20603 -2.51500  0.079
H14 -3.71646 -0.97271 0.82972  0.041
H15 3.35028 0.27579 -1.42130  0.080
H16 -0.68525 1.45052 -2.14817  0.128
C4 -1.05879 0.89256 -1.24939  -0.195
H17 -3.53633 -1.65962 2.12291  0.058

Results
- charge = +1
- E_HOMO (hartree) = -0.4880
- calculated total energy (eV) = -11492.5860
- HOMO-LUMO gap (eV) = 10.55
- LUMO (eV) = -2.73



Record 3
Below is an isolated molecule of C5H8F3N at a distorted geometry, with properties calculated with ωB97M-V/def2-TZVPD.

Last column: Löwdin charge in e.
Element x y z (Å)
H1 0.29896 1.17537 -1.71590  0.057
H2 0.93066 1.35342 0.34946  0.090
C1 0.88667 -1.44545 0.90979  -0.170
C2 -0.10876 1.58850 0.23982  -0.117
H3 -1.25737 2.11178 -1.72267  0.148
H4 -0.33619 2.44254 0.94305  0.139
H5 1.64179 -0.70180 1.20340  0.067
H6 1.49878 -2.42606 0.65884  0.105
H7 -0.12221 -1.69607 -0.98830  0.134
F1 -2.22422 -1.38630 0.58059  0.187
N1 0.36999 -0.92602 -0.36840  -0.076
C3 -0.50265 1.45572 -1.16979  -0.075
F2 -2.77682 -0.43546 -1.22506  0.150
C4 -0.80414 0.36284 -0.13344  -0.205
C5 -2.20375 -0.26150 -0.03453  -0.652
F3 -3.02475 0.56767 0.63692  0.133
H8 -0.02154 -1.84050 1.47755  0.084

Results
- charge = 0
- E_HOMO (hartree) = -0.3384
- SMILES = CNC1(C(F)(F)F)CC1
- calculated total energy (eV) = -14954.4115
- HOMO-LUMO gap (eV) = 10.24
- LUMO (eV) = 1.03



Record 4
Below is an isolated molecule of C9H11N3O2S at a distorted geometry, with properties calculated with ωB97M-V/def2-TZVPD.

Last column: Löwdin charge in e.
Element x y z (Å)
H1 0.86347 2.94997 -2.32650  0.100
C1 0.31122 0.74435 -0.93588  0.060
C2 -0.31941 -0.09130 1.25104  -0.234
H2 0.42336 -4.83667 0.14758  0.109
H3 1.96218 -4.12469 -0.54045  0.058
O1 -0.35556 -1.25945 3.81154  -0.298
C3 1.24291 -4.09479 0.22542  -0.014
S1 -0.66825 -1.41982 2.40945  0.669
H4 -1.05302 3.57395 -3.42813  0.056
C4 -0.73118 1.23026 1.51402  -0.007
N1 -1.11754 2.97330 -2.63839  -0.007
H5 -0.71054 3.36917 0.91047  0.120
O2 -1.99488 -1.99491 2.26828  -0.310
N2 0.20932 -2.71996 1.80329  0.001
C5 0.69373 -2.77625 0.63136  -0.383
C6 -0.46661 2.33265 0.58896  -0.022
C7 -0.00142 3.16641 -1.73887  -0.237
H6 -2.02233 3.00867 -2.15071  0.088
C8 -0.01360 2.06058 -0.68375  -0.241
H7 1.89661 -4.51119 0.98068  0.087
H8 -0.01782 4.23180 -1.42154  0.122
H9 0.72762 0.48202 -1.85786  0.092
N3 0.73241 -1.64374 -0.24368  0.113
H10 1.25086 -1.71057 -1.14461  0.167
C9 0.23511 -0.38986 0.05661  -0.200
H11 -1.07660 1.45006 2.51167  0.109

Results
- charge = 0
- E_HOMO (hartree) = -0.3224
- SMILES = CC1=NS(=O)(=O)c2ccc(CN)cc2N1
- calculated total energy (eV) = -28910.1131
- HOMO-LUMO gap (eV) = 9.06
- LUMO (eV) = 0.28



Record 5
Below is a cluster of 6 separate species, C27H69N4O9P2S5 in total at a distorted geometry, with properties calculated with ωB97M-V/def2-TZVPD.

Last column: Löwdin charge in e.
Element x y z (Å)
C1 -1.02504 3.08942 2.24404  -0.099
H1 -4.88750 2.66400 -2.48243  0.077
S1 7.05893 -5.52824 0.40733  0.828
S2 -2.66539 -0.38417 6.45259  0.802
P1 -3.81518 1.03680 -1.64082  0.501
H2 1.21849 0.56178 -7.56920  0.056
H3 -3.85770 4.12563 -0.89166  0.054
H4 7.95975 -2.18060 -2.32902  0.046
C2 6.13962 -5.87305 1.91134  -0.269
H5 -3.28641 7.17338 1.59652  0.070
H6 -1.26426 4.21218 0.63393  0.162
O1 -2.88133 1.16511 -2.93204  -0.146
H7 -0.42413 0.59048 -2.09190  0.104
H8 -0.01069 0.58842 2.78067  0.084
H9 0.47484 2.12935 -0.72593  0.133
H10 -4.24836 -4.36955 -0.47799  0.049
H11 -0.64216 0.46408 -5.91863  0.058
C3 -0.62773 -0.62425 -5.83425  -0.283
H12 3.02553 -1.96017 -0.22408  0.124
H13 4.88353 -5.66909 -0.58317  0.056
H14 -3.67443 -1.65076 8.20758  0.058
H15 -4.30372 0.80881 7.72309  0.058
O2 2.45104 -1.73585 -2.19547  0.033
H16 3.49973 -0.41555 -1.02036  0.115
N1 -1.43733 3.26011 -1.40340  0.120
O3 -1.67965 -3.01045 -0.86055  -0.563
H17 -4.69748 4.84026 6.00499  0.073
H18 -2.63824 1.27883 8.17798  0.064
C4 -2.99154 1.69385 -0.11849  -0.191
N2 -1.75521 3.37077 0.97369  0.007
H19 -1.31633 -0.00748 3.79926  0.046
H20 -2.32457 3.49936 -1.82252  0.061
H21 -1.31791 2.27534 4.15791  0.111
C5 8.69613 -2.98074 -2.25037  -0.266
H22 -4.28162 -5.12233 -2.08870  0.057
H23 -0.96977 2.71017 -2.10840  0.085
H24 1.78457 -0.79978 -8.56672  0.050
C6 -4.53382 5.24592 5.01816  -0.153
H25 -3.23234 7.15514 3.30890  0.071
H26 -2.24678 -2.45783 7.51874  0.055
H27 -1.23667 -5.16912 -2.66422  0.062
P2 -3.73188 4.99353 2.42616  1.067
H28 9.41512 -2.96656 -4.95481  0.059
H29 -1.57428 0.10392 2.08518  0.068
H30 8.69963 -3.36896 -1.23613  0.019
C7 -1.08505 0.59136 2.92185  -0.073
H31 4.63497 -2.87554 -2.20504  0.083
H32 -2.02999 -1.09661 8.64554  0.063
H33 -1.61491 -0.98084 -5.54250  0.047
H34 1.54086 0.11838 -0.37186  0.108
O4 -1.24712 -0.08878 6.10856  -0.555
H35 6.00506 -6.94956 2.01287  0.056
C8 0.79252 -0.53452 -0.80710  -0.084
C9 -2.88028 6.62510 2.43618  -0.376
C10 -1.60660 2.00821 3.14735  -0.213
H36 -3.98990 -0.79951 -0.54586  -0.017
C11 8.40263 -3.36163 -4.87472  -0.270
H37 -2.93153 4.00269 4.49757  0.056
O5 7.06799 -4.04511 0.22289  -0.567
C12 -1.76822 -4.35269 -3.15509  -0.257
C13 -3.17900 3.89081 1.03565  -0.554
H38 5.70711 -7.25795 -0.53394  0.058
H39 7.67697 -2.54797 -4.86732  0.050
H40 -3.30850 0.66691 -3.64761  0.102
C14 -3.91401 4.20593 4.07754  -0.420
H41 -1.04190 7.69290 2.38613  0.078
H42 -2.97947 -5.53347 -0.93189  0.059
C15 -0.46521 0.29886 -1.05199  -0.161
O6 0.49930 -1.27882 -3.00328  0.099
H43 6.19020 -6.03937 -1.73736  0.030
C16 -3.63683 -4.74398 -1.29638  -0.263
H44 5.17230 -5.37130 1.87537  0.056
H45 -1.05835 -3.70314 -3.65298  0.037
S3 8.24460 -4.31711 -3.35938  0.771
H46 5.23686 -2.46924 -0.60236  0.065
H47 -3.35604 1.87751 6.66208  0.031
H48 5.38400 -1.31110 -1.92434  0.071
H49 -1.34464 -0.26668 -0.79584  0.092
C17 -1.36007 6.65953 2.29581  -0.140
H50 -4.91824 2.70627 0.33671  0.105
H51 0.58154 -1.32116 -0.09335  0.139
H52 8.19980 -4.02221 -5.71511  0.049
H53 9.68900 -2.61243 -2.51194  0.062
H54 -1.03243 4.01097 2.80659  0.092
H55 0.10289 -0.93497 -5.08948  0.019
H56 2.03229 -0.83844 -6.80487  0.052
H57 -4.18660 1.98006 1.66792  0.106
H58 0.05130 1.29021 0.72882  0.084
N3 -4.24929 -0.43715 -1.45247  -0.134
C18 1.36339 -0.51818 -7.60421  -0.271
H59 6.71625 -5.49725 2.75367  0.051
C19 5.83089 -6.19163 -0.72121  -0.260
H60 -3.79784 6.03309 5.14066  0.060
S4 -0.22083 -1.34854 -7.42547  0.802
H61 -5.41461 5.71121 4.59531  0.071
C20 -1.58519 2.45525 -0.20121  -0.397
O7 9.35323 -5.30291 -3.34078  -0.541
H62 -0.84955 6.14442 3.09849  0.062
S5 -2.65604 -3.38121 -1.93172  0.790
N4 -3.52837 4.70466 -0.13560  0.055
H63 -4.47372 3.28114 4.06659  0.077
H64 -4.28411 5.31471 0.14677  0.062
C21 -3.30490 1.03563 7.35079  -0.264
C22 -3.95060 2.57543 0.79133  -0.111
C23 1.23896 -1.19031 -2.07575  -0.491
C24 3.39730 -1.48664 -1.12506  -0.212
O8 -5.14809 1.88895 -1.96102  -0.137
H65 -2.88259 0.80595 0.48300  0.089
C25 -0.32731 1.58669 -0.24141  -0.123
H66 0.01791 2.86649 2.07812  0.134
H67 -2.47858 -4.74578 -3.88276  0.059
H68 -2.68841 1.97261 3.16040  0.083
O9 -1.14396 -0.75984 -8.42633  -0.552
C26 4.74428 -2.06883 -1.49251  -0.053
H69 -1.02844 6.32454 1.31965  0.064
C27 -2.65451 -1.50622 7.85207  -0.262

Results
- charge = +1
- E_HOMO (hartree) = -0.3658
- calculated total energy (eV) = -126250.1069
- HOMO-LUMO gap (eV) = 7.82
- LUMO (eV) = -2.13



Record 6
Below is a structure of composition C18H27AuF6N2O2PSb at a distorted geometry, with properties calculated with ωB97M-V/def2-TZVPD.

Last column: Mulliken spin population.
Element x y z (Å)
H1 2.56065 3.00639 -0.64980  0.000
H2 -2.29555 0.88139 4.68950  0.002
C1 1.23935 4.03829 0.71730  0.024
H3 0.85365 -3.64301 -1.61920  0.006
H4 3.85755 1.26239 -1.67210  0.001
H5 0.46455 4.08979 -0.04160  -0.007
H6 2.62115 -3.71021 -5.50560  0.001
H7 0.60755 -0.97411 2.36670  -0.002
C2 1.79505 -3.81461 -3.53700  -0.009
H8 1.61815 -0.82741 3.80400  0.000
H9 -3.53325 -0.37081 4.38440  -0.005
C3 -2.23585 0.07799 2.71850  0.054
H10 2.22845 -0.88851 -0.23730  0.005
H11 1.74375 5.00079 0.74160  0.000
C4 -2.08175 -1.78721 1.00480  -0.076
C5 -0.05285 -1.09461 -1.75460  0.019
C6 2.04735 -3.19411 -4.75490  0.022
C7 -2.97515 0.45349 3.95760  0.025
F1 -1.80655 3.14789 -0.12770  0.001
H12 -3.16005 -3.03011 -0.31450  -0.010
H13 1.08605 1.42339 2.98190  0.005
Sb1 -3.71995 2.77029 0.22170  0.007
H14 3.44615 -0.35941 -2.21520  0.001
N1 -1.14435 -1.25341 0.23810  0.585
H15 0.75985 3.87819 1.67980  -0.001
O1 -0.06495 0.16069 -1.77690  0.202
C8 2.25225 2.94439 0.39740  0.004
H16 0.45925 -0.26291 -4.21240  0.000
C9 1.56035 -1.91971 -5.01090  -0.006
H17 1.74655 -1.44501 -5.96030  0.000
C10 -2.62065 -1.15921 2.11050  0.267
F2 -5.33515 1.95589 0.78960  0.000
Au1 -0.73245 1.00529 0.18470  0.629
C11 1.05795 -3.16781 -2.56710  0.035
C12 1.58375 -0.66051 2.73010  -0.008
F3 -4.06615 4.60069 0.30260  0.000
H18 2.81815 1.11589 2.75320  0.009
C13 0.60955 -1.86291 -2.80320  0.007
H19 -3.66535 1.25129 3.67220  0.009
F4 -3.98435 2.67999 -1.63370  -0.001
C14 0.84855 -1.25221 -4.03780  0.012
H20 3.14375 3.03819 1.02930  0.009
C15 3.08075 0.50199 -1.65940  0.000
F5 -3.18345 2.79089 2.05530  0.001
O2 -1.32505 0.82829 2.32510  0.233
H21 -1.72665 -3.78311 0.36910  -0.002
H22 2.19165 -4.79731 -3.33410  0.000
H23 -3.42955 -1.67981 2.59900  0.008
P1 1.61685 1.24249 0.66480  0.305
N2 -0.60945 -1.81481 -0.77200  0.521
H24 2.34825 -1.28191 2.27080  -0.001
F6 -3.12415 0.85579 0.06340  0.027
H25 3.64385 -0.02261 0.36810  0.009
C16 1.81395 0.81719 2.43910  0.015
H26 2.20355 0.88479 -2.17580  0.003
H27 -3.19275 -3.58701 1.37520  -0.003
C17 2.73435 0.08239 -0.23270  0.012
C18 -2.57715 -3.14201 0.60020  0.056

Results
- charge = +1
- E_HOMO (alpha / beta) (hartree) = -0.4455 / -0.4651
- spin multiplicity = 4
- calculated total energy (eV) = -61997.2036
- HOMO-LUMO gap (alpha / beta) (eV) = 8.64 / 6.42
- LUMO (alpha / beta) (eV) = -3.48 / -6.24



Record 7
Below is a cluster of 2 separate species, C3H6O2S in total at a distorted geometry, with properties calculated with ωB97M-V/def2-TZVPD.

Last column: Mulliken spin population.
Element x y z (Å)
H1 1.83334 -0.65324 -0.93036  -0.002
H2 3.06126 -0.97761 0.18679  -0.005
H3 3.47905 0.18447 -1.24589  -0.001
S1 1.05987 0.93737 1.20301  0.558
H4 -4.09350 -0.28483 -1.21444  -0.045
C1 -3.04337 -0.47586 0.72360  0.623
H5 -0.90499 1.00573 -0.02196  0.028
C2 -3.57326 -0.47154 -0.34411  0.648
O1 -0.13657 0.32411 0.14878  0.094
C3 2.72698 -0.22551 -0.44855  0.028
H6 -2.80613 -0.36471 1.76458  0.073
O2 2.39731 1.00162 0.17853  0.000

Results
- charge = 0
- E_HOMO (alpha / beta) (hartree) = -0.1337 / -0.2903
- spin multiplicity = 3
- calculated total energy (eV) = -18127.6000
- HOMO-LUMO gap (alpha / beta) (eV) = 3.83 / 3.40
- LUMO (alpha / beta) (eV) = 0.20 / -4.50



Record 8
Below is a cluster of 2 separate species, C6H7NO2S in total at a distorted geometry, with properties calculated with ωB97M-V/def2-TZVPD.

Last column: Löwdin charge in e.
Element x y z (Å)
O1 -0.31128 -1.44172 3.44945  0.225
C1 0.42412 0.16801 -2.20097  -0.012
H1 -0.44528 -0.20953 -2.71025  0.089
C2 1.43107 -0.68833 0.46832  -0.119
O2 -1.99936 -2.46369 2.30286  0.197
H2 1.19565 -0.52251 -2.03794  0.049
C3 -1.09844 2.00791 1.89974  -0.330
H3 1.65938 -0.67218 1.62647  0.116
H4 1.13340 -1.68163 0.17992  0.077
H5 2.30876 -0.40990 -0.11464  0.075
H6 0.75260 0.88728 -2.89621  0.068
H7 -1.37831 2.10087 -1.87635  0.101
C4 -0.00273 0.73312 -0.85995  -0.488
N1 0.32294 0.20134 0.25862  0.014
S1 -1.87144 2.24700 0.49686  0.798
C5 -1.15053 -1.94355 2.89119  -0.457
C6 -0.97054 1.68751 -0.87712  -0.402

Results
- charge = 0
- E_HOMO (alpha / beta) (hartree) = -0.3092 / -0.2903
- calculated total energy (eV) = -22750.1533
- HOMO-LUMO gap (alpha / beta) (eV) = 8.04 / 6.35
- LUMO (alpha / beta) (eV) = -0.37 / -1.55



- Number 7 is which compound?
  C3H6O2S



- Number 8 is which compound?
  C6H7NO2S